Computed, not measured: C28H29LiNOP2 as an isolated structure, with ωB97M-V with the def2-TZVPD basis set.

Calculated values
* spin multiplicity: 1
* total charge: +1

Each line ends with the natural charge from an NBO analysis.
Positions of all 62 atoms, in Å:
Li (-1.0704, 1.2761, -1.3156)  0.859
C (0.9645, -1.6928, 1.4160)  -0.435
N (0.3208, -0.6868, 0.5631)  -1.064
P (-0.7648, 0.4902, 1.1077)  0.978
C (0.0118, 1.1214, 2.6222)  -0.299
C (-0.4793, 0.8833, 3.9012)  -0.225
C (0.1875, 1.3859, 5.0094)  -0.201
C (1.3506, 2.1216, 4.8485)  -0.188
C (1.8509, 2.3606, 3.5742)  -0.193
C (1.1804, 1.8691, 2.4689)  -0.228
C (-2.2498, -0.3653, 1.7152)  -0.404
C (-2.3543, -1.7426, 1.8994)  -0.220
C (-3.5404, -2.3056, 2.3467)  -0.188
C (-4.6333, -1.4971, 2.6242)  -0.193
C (-4.5376, -0.1245, 2.4431)  -0.219
C (-3.3579, 0.4350, 1.9829)  -0.146
P (0.8063, -0.4640, -1.0532)  0.982
C (2.6108, -0.6107, -1.0383)  -0.385
C (3.3567, 0.5634, -0.9517)  -0.193
C (4.7394, 0.5156, -0.8747)  -0.198
C (5.3873, -0.7107, -0.8906)  -0.198
C (4.6548, -1.8863, -0.9860)  -0.150
C (3.2735, -1.8378, -1.0605)  -0.214
C (0.2549, -1.9783, -1.9056)  -0.402
C (0.8404, -2.3475, -3.1154)  -0.204
C (0.3404, -3.4180, -3.8368)  -0.199
C (-0.7508, -4.1341, -3.3619)  -0.193
C (-1.3402, -3.7719, -2.1609)  -0.219
C (-0.8421, -2.6978, -1.4386)  -0.159
H (0.5353, -1.6642, 2.4159)  0.221
H (2.0336, -1.4934, 1.5020)  0.216
H (0.8238, -2.6922, 0.9992)  0.209
H (-1.3828, 0.3042, 4.0439)  0.227
H (-0.2005, 1.1975, 6.0016)  0.226
H (1.8704, 2.5112, 5.7137)  0.226
H (2.7596, 2.9331, 3.4432)  0.222
H (1.5757, 2.0601, 1.4759)  0.209
H (-1.5128, -2.3916, 1.6923)  0.216
H (-3.6058, -3.3769, 2.4836)  0.224
H (-5.5582, -1.9344, 2.9753)  0.227
H (-5.3871, 0.5120, 2.6541)  0.225
H (-3.3078, 1.5104, 1.8409)  0.208
H (2.8519, 1.5236, -0.9507)  0.211
H (5.3091, 1.4330, -0.8108)  0.223
H (6.4671, -0.7508, -0.8358)  0.226
H (5.1633, -2.8410, -1.0043)  0.218
H (2.7090, -2.7585, -1.1431)  0.227
H (1.7003, -1.8098, -3.4994)  0.221
H (0.8074, -3.7000, -4.7715)  0.225
H (-1.1378, -4.9702, -3.9286)  0.226
H (-2.1880, -4.3252, -1.7778)  0.223
H (-1.3146, -2.4137, -0.5055)  0.207
C (-0.5113, 4.8114, -2.6433)  -0.728
C (-1.5284, 3.7598, -2.9580)  0.674
C (-2.5407, 3.9741, -4.0388)  -0.728
O (-1.5251, 2.7072, -2.3321)  -0.697
H (-0.6781, 5.7376, -3.1839)  0.238
H (0.4739, 4.4172, -2.9013)  0.259
H (-0.5211, 4.9961, -1.5687)  0.257
H (-2.5150, 4.9766, -4.4529)  0.236
H (-3.5301, 3.7569, -3.6360)  0.260
H (-2.3451, 3.2497, -4.8320)  0.263

Cartesian forces (eV/Å) of the 6 atoms listed first:
Li 0.155 0.191 0.047
C -0.008 0.037 0.068
N 0.174 -0.180 -0.020
P -0.229 0.097 0.033
C 0.008 0.020 0.051
C -0.062 -0.028 0.015


Computed, not measured: a 2-piece molecular cluster, C6H15N overall at a distorted geometry, with ωB97M-V with the def2-TZVPD basis set.

Calculated values
* spin multiplicity: 1
* SMILES string: C=NCC.CCC
* total charge: 0

Each line ends with the natural charge from an NBO analysis.
Positions of all 22 atoms, in Å:
C (1.4328, -0.6511, -1.4827)  -0.062
N (0.4834, -1.3310, -1.9513)  -0.386
C (-0.0490, -2.4035, -1.1292)  -0.259
C (-1.4898, -2.6847, -1.4935)  -0.605
H (1.8169, -0.8451, -0.4747)  0.137
H (1.8697, 0.1420, -2.0795)  0.176
H (0.5905, -3.2852, -1.2405)  0.199
H (0.0326, -2.1649, -0.0585)  0.172
H (-1.9180, -3.4423, -0.8353)  0.206
H (-2.0716, -1.7712, -1.3615)  0.209
H (-1.6140, -3.0193, -2.5211)  0.214
C (0.9101, 1.5315, 2.2572)  -0.600
C (0.1708, 2.5473, 1.3526)  -0.387
C (-0.8274, 1.9072, 0.3994)  -0.609
H (0.2193, 0.9707, 2.8819)  0.201
H (1.6263, 2.0937, 2.8518)  0.208
H (1.4481, 0.8401, 1.6053)  0.192
H (0.9242, 3.0943, 0.7842)  0.191
H (-0.3161, 3.2539, 2.0267)  0.192
H (-1.2638, 2.6392, -0.2794)  0.210
H (-0.3500, 1.1484, -0.2221)  0.203
H (-1.6249, 1.4301, 0.9702)  0.200

Cartesian forces (eV/Å) of the 6 atoms listed first:
C -0.268 -0.233 0.158
N 0.206 0.030 -0.297
C 0.160 -0.134 0.363
C -0.249 -0.024 0.249
H 0.184 0.179 0.012
H 0.072 0.061 0.017


no.,gap between HOMO and LUMO (eV)
1,8.70
2,10.85